Record 1
Here is C8H12N4 as an isolated structure from the Open Molecules 2025 dataset. Energies are from wB97M-V/def2-TZVPD.

The geometry in XYZ format:
```
24
Properties=species:S:1:pos:R:3
C -0.293 0.205 0.787
C 0.466 -0.622 -0.172
N 1.077 -1.257 -0.903
H -1.260 0.409 0.327
H 0.332 1.071 1.005
H -0.522 -0.390 1.671
C 1.233 -1.971 -3.096
C 2.714 -1.783 -3.289
N 3.863 -1.686 -3.364
H 1.033 -2.962 -3.503
H 0.728 -1.294 -3.785
H 0.826 -1.871 -2.090
C -3.539 1.279 0.499
C -3.230 -0.107 0.079
N -3.005 -1.218 -0.246
H -3.053 1.966 -0.193
H -3.241 1.558 1.510
H -4.600 1.480 0.350
C 1.640 0.940 2.820
C 1.965 1.736 1.614
N 2.224 2.413 0.726
H 2.497 0.820 3.482
H 1.383 -0.050 2.442
H 0.761 1.335 3.328
```

- LUMO: 0.0017 hartree
- Molecular weight: 164.2 g mol⁻¹
- Total energy: -530.9160 a.u.
- Gap between HOMO and LUMO: 9.895 eV
- HOMO: -9.85 eV
- Maximum force: 5.3 eV Å⁻¹

=====

Record 2
Here is an isolated ion of composition C8H12N4 and charge +2 from the Open Molecules 2025 dataset. Energies are from wB97M-V/def2-TZVPD.

The geometry in XYZ format:
```
24
Properties=species:S:1:pos:R:3
C -1.468 -1.055 0.414
C -1.545 1.097 -0.644
C -2.856 -0.994 0.540
C -2.894 0.943 -0.785
C -0.741 0.022 -0.108
C 2.837 -1.220 -0.624
C 1.798 -1.996 0.071
C 1.577 0.762 -0.404
N 2.696 -0.006 -0.876
N -3.513 -0.066 -0.143
N 0.581 0.015 0.201
N 2.168 1.748 0.883
H -0.838 -1.781 0.761
H -1.018 2.107 -0.924
H -3.530 -1.722 1.057
H -3.583 1.571 -1.252
H 3.776 -1.846 -0.805
H 1.008 -2.533 -0.467
H 2.017 -2.365 1.056
H 1.437 1.525 -1.190
H -4.457 -0.056 -0.274
H 3.062 2.208 0.641
H 2.024 1.216 1.836
H 1.460 2.427 1.035
```

- LUMO (alpha / beta): -0.3317 / -0.3318 hartree
- Molecular weight: 164.2 g mol⁻¹
- Total charge: +2
- Total energy: -530.3181 a.u.
- Gap between HOMO and LUMO (alpha / beta): 7.629 / 7.627 eV
- HOMO (alpha / beta): -16.65 / -16.65 eV
- Maximum force: 3.3 eV Å⁻¹

=====

Record 3
Here is C8H12N4O2OsS2SeSi as an isolated structure from the Open Molecules 2025 dataset. Energies are from wB97M-V/def2-TZVPD.

The geometry in XYZ format:
```
31
Properties=species:S:1:pos:R:3
Os -0.334 0.641 0.744
S 0.281 0.398 2.958
C 0.057 -1.326 2.798
S -0.223 -1.625 1.090
C 0.134 -2.264 3.773
C -0.054 -3.647 3.463
N -0.199 -4.759 3.208
C 0.392 -1.882 5.126
N 0.580 -1.565 6.215
N -2.424 0.328 1.611
N -3.313 1.231 1.018
C -2.756 2.218 0.226
O -3.375 3.144 -0.210
O -1.470 1.964 -0.054
H -2.713 -0.629 1.432
H -2.338 0.473 2.615
H -4.179 1.444 1.487
C 1.634 2.070 -3.337
Si 1.576 0.525 -2.299
C -0.026 -0.392 -2.568
C 3.051 -0.575 -2.601
Se 1.756 1.225 -0.079
H 1.675 1.805 -4.397
H 2.512 2.675 -3.106
H 0.748 2.685 -3.172
H -0.096 -0.671 -3.623
H -0.893 0.230 -2.334
H -0.074 -1.308 -1.977
H 3.116 -0.838 -3.660
H 2.975 -1.498 -2.025
H 3.979 -0.075 -2.320
```

- LUMO: -0.0822 hartree
- Molecular weight: 557.6 g mol⁻¹
- Total energy: -4259.5705 a.u.
- Gap between HOMO and LUMO: 6.653 eV
- HOMO: -8.89 eV
- Maximum force: 0.2 eV Å⁻¹

=====

Record 4
Here is C8H12N4O2OsS2SeSi as an isolated structure from the Open Molecules 2025 dataset. Energies are from wB97M-V/def2-TZVPD.

The geometry in XYZ format:
```
31
Properties=species:S:1:pos:R:3
Os -0.455 1.804 -0.666
S 1.769 1.323 -0.276
C 1.485 0.917 1.385
S -0.119 1.035 1.937
C 2.519 0.479 2.229
C 2.276 0.107 3.577
N 2.091 -0.228 4.663
C 3.848 0.328 1.763
N 4.926 0.163 1.389
N -2.595 2.540 -0.796
N -2.534 3.946 -0.739
C -1.357 4.548 -0.233
O -1.392 5.712 0.078
O -0.329 3.746 -0.211
H -3.021 2.250 -1.667
H -3.139 2.151 -0.033
H -3.389 4.440 -0.545
C 1.734 -2.243 -1.174
Si -0.124 -2.237 -0.913
C -1.041 -3.398 -2.072
C -0.633 -2.378 0.892
Se -0.983 -0.159 -1.752
H 2.132 -3.255 -1.065
H 2.244 -1.602 -0.453
H 1.983 -1.881 -2.172
H -0.748 -4.440 -1.927
H -0.826 -3.121 -3.105
H -2.118 -3.314 -1.921
H -0.684 -3.427 1.196
H -1.609 -1.927 1.067
H 0.088 -1.881 1.543
```

- LUMO (alpha / beta): -0.0252 / -0.1448 hartree
- Molecular weight: 557.6 g mol⁻¹
- Expectation value of S²: 6.08
- Total energy: -4259.4966 a.u.
- Gap between HOMO and LUMO (alpha / beta): 7.598 / 4.979 eV
- HOMO (alpha / beta): -8.28 / -8.92 eV
- Maximum force: 1.9 eV Å⁻¹
- Spin multiplicity: 5

=====

Record 5
Here is a 2-piece molecular cluster, C8H12NO2 overall from the Open Molecules 2025 dataset. Energies are from wB97M-V/def2-TZVPD.

The geometry in XYZ format:
```
23
Properties=species:S:1:pos:R:3
C -1.432 0.464 -3.470
C -1.807 0.128 -2.228
C 1.077 -1.195 -0.315
C -1.312 -1.749 -0.494
C -0.912 -0.983 -1.703
C -0.216 -0.634 -0.293
C -0.559 0.340 0.788
C 3.397 0.577 3.142
N 2.788 -0.306 2.274
O 1.992 -1.806 -0.553
O 1.906 -0.071 1.453
H -2.052 1.245 -3.997
H -0.657 0.110 -4.093
H -2.529 0.525 -1.467
H -2.183 -1.577 0.084
H -1.215 -2.864 -0.497
H -0.088 -1.415 -2.399
H -1.474 0.747 0.599
H 0.187 0.989 0.904
H -0.771 -0.140 1.673
H 3.320 0.171 4.268
H 2.889 1.507 3.095
H 4.495 0.712 2.947
```

- LUMO (alpha / beta): -0.1582 / -0.1582 hartree
- Molecular weight: 154.2 g mol⁻¹
- Total charge: +1
- Total energy: -516.7750 a.u.
- Gap between HOMO and LUMO (alpha / beta): 8.595 / 8.595 eV
- HOMO (alpha / beta): -12.90 / -12.90 eV
- Maximum force: 5.2 eV Å⁻¹

=====

Record 6
Here is an isolated ion of composition C8H12NO2 and charge +1 from the Open Molecules 2025 dataset. Energies are from wB97M-V/def2-TZVPD.

The geometry in XYZ format:
```
23
Properties=species:S:1:pos:R:3
C 2.559 0.225 1.702
C 1.256 0.726 1.501
C 2.955 -0.287 0.495
C 0.919 0.459 0.185
C -1.998 -1.267 -0.229
C -1.890 -0.321 0.992
C -0.405 0.557 -0.547
C -0.300 1.400 -1.830
N -0.731 -0.856 -0.949
O 1.931 -0.223 -0.445
O -1.444 0.831 0.420
H 3.214 0.286 2.565
H 0.727 0.958 2.376
H 3.769 -0.925 0.195
H -1.905 -2.368 -0.103
H -2.931 -0.938 -0.746
H -2.743 -0.019 1.589
H -0.992 -0.710 1.750
H -1.267 1.282 -2.423
H 0.610 1.006 -2.274
H -0.392 2.483 -1.484
H -0.045 -1.495 -0.753
H -0.898 -0.806 -1.988
```

- LUMO: -0.1133 hartree
- SMILES: C[C@]1(c2ccco2)[NH2+]CCO1
- Molecular weight: 154.2 g mol⁻¹
- Total charge: +1
- Total energy: -516.9496 a.u.
- Gap between HOMO and LUMO: 9.479 eV
- HOMO: -12.56 eV
- Maximum force: 5.0 eV Å⁻¹

=====

Record 7
Here is a 2-piece molecular cluster, C8H12NO3PS overall from the Open Molecules 2025 dataset. Energies are from wB97M-V/def2-TZVPD.

The geometry in XYZ format:
```
26
Properties=species:S:1:pos:R:3
C 2.486 1.240 1.005
C 2.204 -3.060 -0.450
C 0.511 0.377 -0.102
C -1.910 1.149 0.354
C -0.787 1.332 -2.016
C -1.558 -0.886 -0.935
C 1.097 1.324 0.692
C -0.936 0.520 -0.694
N 3.591 1.198 1.351
O 1.036 -0.828 -0.282
O 0.630 -1.306 2.647
O -0.351 0.854 3.278
P 2.316 -1.656 0.428
S 0.821 0.072 3.070
H 2.881 -3.930 -0.283
H 1.205 -3.170 -1.026
H -1.865 0.594 1.334
H -2.868 0.965 -0.105
H -1.578 2.144 0.549
H 0.027 0.935 -2.683
H -0.517 2.397 -1.712
H -1.860 1.375 -2.322
H -1.562 -1.594 0.006
H -2.560 -0.848 -1.504
H -1.017 -1.482 -1.671
H 0.566 2.286 1.069
```

- LUMO: -0.0380 hartree
- Molecular weight: 233.2 g mol⁻¹
- Total energy: -1331.9452 a.u.
- Gap between HOMO and LUMO: 8.132 eV
- HOMO: -9.17 eV
- Maximum force: 2.4 eV Å⁻¹

=====

Record 8
Here is C8H12NO4P in the gas phase from the Open Molecules 2025 dataset. Energies are from wB97M-V/def2-TZVPD.

The geometry in XYZ format:
```
26
Properties=species:S:1:pos:R:3
C -0.388 1.716 2.857
C 0.431 0.873 2.621
C 1.279 -0.253 2.199
C 0.467 -1.396 1.505
C -0.860 -1.002 0.823
C -0.277 -0.540 -0.510
C -1.164 0.150 -1.550
P -0.276 1.610 -2.188
O 0.098 2.550 -1.119
O 1.018 1.039 -2.931
O -1.196 2.314 -3.294
N 0.536 -1.690 -0.933
C 1.250 -1.993 0.301
O 2.287 -2.580 0.331
H -1.167 2.411 3.057
H 1.819 -0.629 3.065
H 2.015 0.165 1.506
H 0.316 -2.121 2.305
H -1.348 -1.979 0.712
H -1.536 -0.346 1.360
H 0.482 0.199 -0.223
H -1.371 -0.524 -2.385
H -2.102 0.512 -1.131
H 1.759 1.350 -2.390
H -2.000 2.658 -2.888
H -0.071 -2.493 -1.101
```

- LUMO: 0.0154 hartree
- SMILES: C#CC[C@H]1C[C@H](CP(=O)(O)O)NC1=O
- Molecular weight: 217.2 g mol⁻¹
- Total energy: -1009.1336 a.u.
- Gap between HOMO and LUMO: 10.333 eV
- HOMO: -9.91 eV
- Maximum force: 1.1 eV Å⁻¹